(1)
Formula: C38H27CrF5NO8P2
Source: the Open Molecules 2025 dataset
Level of theory: wB97M-V/def2-TZVPD

The spin multiplicity is 4. The expectation value of S² is 3.7827. Its charge is 0. The orbital gap (alpha / beta) comes out at 8.27 / 8.42 eV. The HOMO energy (alpha / beta) comes out at -8.304 / -8.452 eV.

```
82
Properties=species:S:1:pos:R:3:forces:R:3
Cr 0.71690 -1.42458 -0.83560 -0.09 -0.50 0.22
O -0.25962 -6.56149 -3.80009 -0.35 -0.99 0.16
C -0.24155 -5.46281 -3.06406 1.06 0.25 1.87
C 0.09682 -5.48629 -1.67255 -0.04 1.06 -1.02
C 0.34306 -4.25732 -1.05906 0.06 -1.02 0.32
N 0.13028 -3.11761 -1.69014 -0.11 -0.65 -0.21
C -0.34108 -3.13365 -2.93647 0.93 1.95 0.85
C -0.43011 -4.25490 -3.67942 -0.92 0.77 -0.25
C -0.65502 -1.69488 -3.35430 -0.84 -0.61 0.19
O -1.30631 -1.43779 -4.34186 0.08 -0.09 -0.62
O -0.33545 -0.85866 -2.43731 0.56 1.42 0.33
C 0.94740 -4.03076 0.32997 0.57 0.44 0.29
O 1.21255 -4.92005 1.10384 -0.39 -0.76 -0.22
O 1.20371 -2.77978 0.56358 -0.06 0.67 -0.54
H -0.15835 -7.27585 -3.15986 0.06 -0.51 -0.43
H 0.26733 -6.40230 -1.13676 0.09 -0.22 0.16
H -0.77174 -4.06080 -4.66376 -0.15 -0.56 -1.01
O -1.09825 -1.29145 0.23655 0.20 0.02 -0.59
P -1.83152 -0.13438 0.84053 -0.95 0.37 -1.21
C -1.18152 1.48603 0.33063 0.75 -1.66 -1.92
P 0.67012 1.56451 0.55269 -0.93 -0.42 -0.57
O 1.28460 0.20825 0.27613 -0.37 0.30 -0.10
C 1.04845 2.05574 2.21688 -1.61 2.10 0.86
C 2.00118 1.38090 2.90890 -0.06 0.88 1.31
C 2.50291 1.85975 4.13796 -1.66 0.75 -1.75
C 1.98622 3.01491 4.65248 -1.43 0.31 -0.99
C 0.81676 3.61709 4.08047 1.69 -0.11 -0.74
C 0.40211 3.20917 2.80839 0.46 -0.95 0.20
C 1.22242 2.87901 -0.51178 -0.63 1.47 0.15
C 0.40576 3.37091 -1.54481 0.05 -0.81 -0.16
C 0.85158 4.36058 -2.41007 -1.14 0.37 0.21
C 1.99657 5.07247 -2.15588 1.21 -0.79 0.30
C 2.78507 4.64154 -1.06297 0.24 0.04 0.34
C 2.38749 3.59582 -0.19908 0.72 0.09 -0.28
C -1.56992 -0.11473 2.54456 0.32 -0.85 1.90
C -2.23337 0.68088 3.46520 -1.43 0.21 -0.40
C -2.07794 0.53955 4.82902 0.91 0.00 0.19
C -1.15270 -0.39428 5.29113 0.05 -1.14 0.24
C -0.49797 -1.24461 4.37272 0.95 0.85 0.26
C -0.65640 -1.06649 2.98789 0.41 -1.26 -0.41
C -3.62673 -0.24058 0.42796 1.42 -1.01 1.63
C -4.37636 -1.29007 1.04957 0.89 1.20 -0.71
C -5.73709 -1.35799 0.73736 1.15 -0.73 0.19
C -6.28485 -0.40301 -0.08799 -0.29 1.89 -1.42
C -5.50043 0.58626 -0.75051 -1.08 -0.14 0.84
C -4.14859 0.65349 -0.46705 -0.63 0.41 -0.67
H -1.73558 2.30295 0.65832 -0.76 1.48 1.50
H -1.47656 1.54180 -0.73426 0.86 -0.27 -0.08
H 2.31317 0.51355 2.44532 1.19 -1.86 -0.57
H 3.30550 1.41104 4.59217 1.81 -1.14 0.93
H 2.50047 3.54422 5.42132 0.01 0.03 0.84
H 0.52886 4.52302 4.59990 -0.69 -0.03 -0.41
H -0.39595 3.68755 2.22580 0.33 0.07 0.53
H -0.58347 2.95469 -1.74850 0.57 -0.02 -0.03
H 0.20169 4.64042 -3.23219 0.07 -0.05 0.02
H 2.30747 5.85229 -2.87101 0.03 -0.39 0.73
H 3.76127 5.09977 -0.88077 -0.44 0.05 0.03
H 2.99752 3.32035 0.71126 -0.60 0.36 -1.31
H -3.04919 1.29322 3.08213 0.24 0.33 0.15
H -2.58345 1.17776 5.54184 -0.21 -0.03 -0.17
H -1.01832 -0.56566 6.39170 -0.02 0.30 -1.23
H 0.28812 -1.90837 4.75764 -0.61 0.00 -0.28
H -0.16520 -1.70510 2.16612 -0.45 0.82 1.82
H -3.81696 -1.96413 1.73299 -0.81 0.32 -0.56
H -6.29990 -2.22579 1.04836 -0.30 0.23 0.37
H -7.36391 -0.31197 -0.24274 0.33 -0.52 0.00
H -5.95567 1.38702 -1.37157 0.19 -0.94 0.40
H -3.55672 1.41767 -0.96782 0.04 -0.20 0.19
F 3.17315 -3.51818 -1.84459 -0.17 -1.58 0.77
C 3.58100 -2.26547 -1.88737 -2.00 1.58 -0.54
C 2.58621 -1.25467 -1.80129 0.94 0.33 -0.40
C 3.02283 -0.01394 -2.28217 -0.59 -0.71 -0.10
F 2.14882 1.00109 -2.46655 -0.23 0.05 0.44
C 4.30970 0.26557 -2.72539 -0.21 -0.42 0.87
F 4.70119 1.51419 -3.00844 -0.17 0.00 -0.27
C 5.24145 -0.74373 -2.68729 -2.19 0.57 0.52
F 6.44697 -0.39236 -3.01457 2.01 -0.43 -0.44
C 4.84199 -2.02977 -2.30855 2.08 1.40 -0.79
F 5.79930 -2.94082 -2.46817 0.07 -1.09 0.20
O -1.52359 1.83706 -3.40677 0.22 -1.64 0.40
H -2.24529 1.51875 -3.96461 0.02 0.22 -0.07
H -1.09331 0.95620 -3.18331 -0.23 1.13 -0.25
```
Forces are in eV/Å.

(2)
Formula: C38H27F9NO3S3Sc
Source: the Open Molecules 2025 dataset
Level of theory: wB97M-V/def2-TZVPD

Its charge is -2. The orbital gap comes out at 5.47 eV. The HOMO energy comes out at -1.273 eV.

```
82
Properties=species:S:1:pos:R:3:forces:R:3
Sc -0.28372 -0.07296 0.49124 -0.53 -0.48 -0.48
O 0.14971 -0.20265 2.38773 0.10 -0.16 0.58
C 1.08297 -0.60489 3.30284 -0.04 0.13 -0.03
C 2.22801 -1.34607 2.57027 0.23 -0.13 0.00
C 2.96422 -0.49173 1.57996 -0.10 -0.01 0.02
C 4.27723 -0.09490 1.80774 0.02 0.04 -0.03
C 4.93595 0.63627 0.83529 0.01 -0.02 0.04
C 4.27057 0.94338 -0.33714 -0.01 0.01 -0.02
C 2.95092 0.53318 -0.48971 -0.12 0.02 0.05
C 2.15381 0.89422 -1.70844 0.17 -0.13 -0.06
C 1.13963 2.01782 -1.36943 -0.23 -0.07 0.09
O 0.35186 1.58128 -0.33909 0.26 0.19 -0.07
C 0.24524 2.32891 -2.58106 0.04 0.02 -0.01
C -1.10079 2.60133 -2.34227 0.08 -0.08 -0.02
C -1.96655 2.84074 -3.39597 -0.04 0.02 -0.08
C -1.50244 2.82205 -4.70550 -0.02 0.00 0.02
C -0.16578 2.55061 -4.95381 0.03 -0.01 0.04
C 0.70068 2.29942 -3.89513 -0.05 0.06 -0.04
C 1.91950 3.27051 -0.94024 -0.05 0.06 -0.08
C 2.83551 3.89371 -1.78431 0.00 0.01 -0.02
C 3.56347 4.99385 -1.35848 0.01 0.02 0.02
C 3.38211 5.49421 -0.07428 0.01 -0.01 -0.02
C 2.46206 4.88651 0.76656 -0.01 -0.02 -0.01
C 1.73349 3.78418 0.33579 0.06 0.01 0.02
N 2.31280 -0.15932 0.46069 0.12 0.06 0.01
C 0.41446 -1.56871 4.30503 -0.04 0.02 -0.07
C 0.06452 -2.85541 3.89451 -0.05 0.01 0.02
C -0.60310 -3.72125 4.74633 0.02 0.05 -0.02
C -0.94871 -3.31441 6.02848 -0.03 -0.04 0.01
C -0.63273 -2.02989 6.43851 0.00 0.01 -0.01
C 0.03821 -1.16606 5.58068 0.04 -0.01 0.06
C 1.68641 0.60854 4.02669 0.03 0.02 -0.04
C 1.23642 1.88574 3.71890 0.01 -0.01 0.05
C 1.80454 2.99961 4.32710 -0.01 -0.01 -0.02
C 2.82931 2.85336 5.24876 0.00 0.00 0.00
C 3.28131 1.57791 5.56738 0.01 0.02 0.01
C 2.71231 0.46960 4.96048 0.00 -0.02 -0.01
H 1.77978 -2.16362 2.00833 -0.04 0.01 0.08
H 2.94107 -1.76638 3.28606 -0.03 0.01 -0.02
H 4.75917 -0.36045 2.73937 0.02 0.00 0.00
H 5.95860 0.96106 0.98839 0.00 0.00 0.00
H 4.74685 1.51443 -1.12332 0.00 0.00 0.00
H 1.57680 0.02550 -2.03457 -0.02 0.02 -0.02
H 2.83354 1.17460 -2.51574 -0.01 0.03 0.02
H -1.47374 2.55850 -1.32720 0.02 0.07 -0.01
H -3.01753 2.99287 -3.18538 -0.02 0.01 0.04
H -2.18732 2.98808 -5.52920 0.00 0.00 0.00
H 0.20379 2.50610 -5.97222 0.00 0.01 -0.01
H 1.73243 2.05680 -4.11670 0.04 -0.01 0.00
H 2.97596 3.52207 -2.79280 0.00 0.00 0.00
H 4.27326 5.46421 -2.02932 0.01 0.00 -0.01
H 3.95199 6.35146 0.26454 0.00 0.01 0.00
H 2.31217 5.26662 1.76990 -0.01 0.01 0.02
H 1.01415 3.29434 0.97686 -0.03 -0.02 0.01
H 0.27474 -3.18182 2.88609 0.03 0.03 -0.05
H -0.86968 -4.71014 4.39437 -0.01 -0.02 0.01
H -1.48058 -3.98747 6.69060 0.01 0.00 0.01
H -0.91859 -1.68874 7.42648 -0.01 0.01 0.01
H 0.26226 -0.16018 5.90982 0.00 0.01 0.02
H 0.43201 1.98704 3.00271 -0.02 -0.02 -0.04
H 1.43965 3.98785 4.07399 0.00 0.01 -0.01
H 3.27312 3.72361 5.71768 0.01 0.00 0.00
H 4.07832 1.45042 6.29106 0.01 -0.01 0.00
H 3.06486 -0.52208 5.22297 0.00 -0.01 0.01
S -4.67834 1.48088 -0.71446 0.30 0.08 -0.03
C -3.20517 0.85135 -0.18746 -0.36 -0.40 0.24
S -2.43641 1.31029 1.29133 0.13 0.14 -0.09
S -2.39756 -0.45094 -1.00776 -0.03 0.16 -0.16
F 2.49622 -2.45044 -1.88929 -0.04 -0.06 0.01
C 2.01732 -3.34902 -1.01133 0.18 -0.03 -0.04
F 2.38246 -4.57224 -1.46174 -0.01 0.06 0.04
F 2.67670 -3.15440 0.13658 -0.04 -0.07 -0.10
C 0.47129 -3.17773 -0.82678 -0.17 0.10 0.07
O 0.19576 -2.10218 -0.11275 0.12 0.30 0.13
C -0.17740 -3.11959 -2.25736 -0.01 0.08 -0.05
F -1.48554 -3.37663 -2.20033 0.03 0.00 0.01
F -0.01533 -1.91265 -2.80154 0.00 -0.09 0.07
F 0.36216 -4.01477 -3.12357 -0.01 0.02 0.03
C -0.07986 -4.44903 -0.09279 0.10 -0.11 0.00
F -0.14215 -5.55247 -0.87319 0.01 0.06 0.02
F -1.29392 -4.23583 0.39380 -0.04 0.01 -0.01
F 0.71442 -4.77164 0.95543 -0.04 0.02 -0.05
```
Forces are in eV/Å.

(3)
Formula: C38H27I2N5O3V
Source: the Open Molecules 2025 dataset
Level of theory: wB97M-V/def2-TZVPD

The spin multiplicity is 4. The expectation value of S² is 3.8039. Its charge is -2. The orbital gap (alpha / beta) comes out at 4.27 / 5.29 eV. The HOMO energy (alpha / beta) comes out at -0.755 / -1.781 eV.

```
76
Properties=species:S:1:pos:R:3:forces:R:3
V 0.20973 -0.84384 -0.12948 -0.11 0.21 -1.53
O -1.06754 5.33261 3.45822 -0.13 0.04 0.16
N -0.31416 4.34438 3.37491 0.19 -0.21 -0.67
O 0.81889 4.37961 3.90292 -0.06 -0.12 0.19
C -0.68349 3.23067 2.60508 -0.05 0.01 0.30
C -1.89500 3.37979 1.86272 0.17 -0.05 0.33
C -2.50718 2.59404 0.94020 -0.30 -0.10 -0.21
C -3.72269 3.11293 0.34638 0.39 -0.01 0.29
C -4.37894 2.45528 -0.61781 -0.02 -0.49 -0.32
C -3.81234 1.18165 -1.09582 -0.24 0.31 0.07
N -2.75961 0.62697 -0.66140 0.32 0.01 0.35
C -2.00144 1.23156 0.46119 0.01 0.30 -0.38
C 0.20047 1.13448 1.54608 -0.02 -0.01 0.02
N 0.77413 -0.08394 1.66075 0.18 0.73 0.91
C 1.42718 -0.46660 2.75331 -0.08 0.05 -0.04
C 1.50583 0.38334 3.83561 0.03 0.10 0.08
C 0.86351 1.61119 3.78238 0.06 0.00 0.11
C 0.15665 2.02289 2.64675 -0.24 0.15 -0.31
H -2.38618 4.32390 2.06743 0.03 -0.01 0.01
H -4.08639 4.07459 0.70282 0.06 -0.04 0.02
H -5.29118 2.84024 -1.05717 0.03 -0.04 -0.04
H -4.32170 0.66736 -1.91599 -0.01 0.06 0.05
H 1.86983 -1.45472 2.73492 0.02 -0.01 -0.01
H 2.04516 0.08169 4.72460 -0.02 0.02 0.01
H 0.89559 2.26659 4.63820 0.00 0.02 0.04
I -1.13455 -2.09124 -5.01051 0.04 0.03 -0.06
C -1.88884 -2.71181 -3.17239 -0.10 -0.09 0.03
C -2.96061 -3.60362 -3.12175 0.19 0.16 0.10
C -3.45855 -3.99293 -1.89517 0.02 0.03 0.08
I -5.06411 -5.33884 -1.89441 -0.09 -0.07 -0.01
C -2.93010 -3.51576 -0.67341 -0.12 -0.05 0.29
C -3.39718 -3.84884 0.64114 0.17 0.14 -0.18
C -2.75667 -3.27752 1.75018 -0.18 -0.16 -0.10
C -1.70292 -2.41780 1.60294 0.22 0.14 -0.76
N -1.21954 -2.06067 0.35589 -0.97 -0.76 0.15
C -1.85044 -2.61728 -0.77053 0.23 0.19 0.57
C -1.30071 -2.19903 -2.01324 0.33 0.33 0.17
O -0.28708 -1.36180 -1.98269 -0.67 -0.46 -0.14
H -3.39495 -3.98413 -4.03490 0.01 0.01 -0.02
H -4.23689 -4.51621 0.76573 0.01 -0.01 0.00
H -3.09452 -3.51022 2.75360 -0.02 -0.01 -0.03
H -1.20537 -1.97572 2.45399 0.07 0.06 0.01
N 6.11825 -5.50573 -0.36909 0.13 -0.11 -0.04
C 5.22167 -4.78609 -0.31916 -0.66 0.53 0.12
C 4.09282 -3.87045 -0.23051 0.54 -0.47 -0.10
C 4.30997 -2.50992 -0.04151 -0.04 0.20 0.06
C 3.22409 -1.64918 0.04479 -0.01 0.02 0.15
C 1.88662 -2.07022 -0.06468 0.83 -0.53 -0.10
C 1.72002 -3.45957 -0.25401 0.17 0.06 -0.01
C 2.78763 -4.34520 -0.33321 -0.22 0.01 0.01
H 5.32459 -2.13586 0.04135 -0.02 0.01 -0.01
H 3.43125 -0.59732 0.21776 0.02 0.03 -0.04
H 0.72089 -3.86954 -0.35012 -0.07 -0.01 -0.02
H 2.61628 -5.40522 -0.47860 -0.02 -0.01 -0.01
C 0.10309 3.72354 -0.39621 0.09 0.11 -0.07
C 0.10203 2.24157 -0.82728 0.22 -0.14 0.07
C -0.72068 2.16819 -2.12663 0.05 0.11 0.01
C -0.46030 1.19812 0.18768 -0.13 0.21 0.37
C 1.56745 1.84808 -1.12070 -0.11 -0.20 0.01
C 1.89640 0.96474 -2.15576 0.08 0.04 0.11
C 3.22339 0.66650 -2.46082 -0.08 0.05 0.06
C 4.25820 1.23657 -1.73525 -0.09 0.00 0.09
C 3.94837 2.07028 -0.66446 -0.09 -0.04 -0.02
C 2.62357 2.35969 -0.35782 0.07 0.06 0.01
H -0.91739 4.09955 -0.34232 0.12 0.02 -0.04
H 0.64972 4.31289 -1.14361 -0.03 -0.03 0.04
H 0.56832 3.89525 0.57789 -0.08 -0.03 -0.19
H -1.68708 2.65439 -1.97297 0.07 -0.01 0.00
H -0.91905 1.14584 -2.44780 0.07 0.00 0.03
H -0.19476 2.70642 -2.92294 -0.03 -0.02 0.01
H -2.14129 0.52013 1.27675 -0.07 -0.19 0.12
H 1.11237 0.49509 -2.73175 -0.07 -0.03 -0.07
H 3.43695 -0.02727 -3.26557 -0.01 0.01 0.01
H 5.29083 1.00728 -1.97422 -0.03 0.01 0.01
H 4.74116 2.49841 -0.05907 -0.04 -0.02 -0.03
H 2.40854 3.01586 0.47859 0.06 -0.07 -0.06
```
Forces are in eV/Å.

Computed energy relative to the best compared isomer or geometry (same formula, charge and spin) (kJ/mol) in order:
32.7, 0.0, 139.0